Molecular formula: C36H61BrO28Si2
Method: DFT, ωB97M-V with the def2-TZVPD basis set

CARTESIAN COORDINATES (ANGSTROEM)
O1 -5.691 -5.341 2.037
C1 -5.021 -4.416 1.189
C2 -3.586 -4.324 1.711
O2 -2.688 -4.112 0.631
C3 -1.649 -3.199 0.873
O3 -1.639 -2.168 -0.077
C4 -2.889 -1.494 -0.217
Si1 -2.621 0.331 -0.528
Br1 -4.518 1.045 -1.464
O4 -2.371 1.218 0.819
Si2 -1.913 0.602 2.308
H1 -6.629 -5.320 1.845
H2 -5.028 -4.721 0.135
H3 -5.499 -3.429 1.242
H4 -3.356 -5.279 2.200
H5 -3.511 -3.514 2.443
H6 -1.733 -2.782 1.884
H7 -0.681 -3.702 0.772
H8 -3.551 -1.651 0.647
H9 -3.433 -1.895 -1.086
H10 -1.563 0.524 -1.531
H11 -0.463 0.336 2.328
H12 -2.708 -0.590 2.602
H13 -2.218 1.642 3.309
C5 -0.141 -4.601 7.833
C6 -0.218 -4.334 6.354
C7 0.971 -3.619 5.744
O5 0.369 -2.917 4.644
C8 -0.924 -2.699 4.958
O6 -1.660 -1.994 4.338
O7 -1.276 -3.397 6.052
H14 -1.078 -5.023 8.194
H15 0.662 -5.308 8.042
H16 0.046 -3.677 8.381
H17 -0.434 -5.254 5.805
H18 1.750 -4.282 5.379
H19 1.401 -2.883 6.428
C9 1.209 1.787 -0.757
C10 1.701 2.095 -2.144
C11 3.119 1.663 -2.442
O8 3.517 2.611 -3.448
C12 2.795 3.737 -3.254
O9 3.013 4.779 -3.787
O10 1.798 3.518 -2.373
H20 0.223 2.223 -0.596
H21 1.143 0.708 -0.619
H22 1.881 2.197 -0.002
H23 1.010 1.693 -2.890
H24 3.195 0.647 -2.818
H25 3.774 1.779 -1.577
C13 4.633 5.983 -5.980
C14 5.638 6.905 -6.616
C15 6.289 7.892 -5.670
O11 6.573 9.006 -6.531
C16 5.684 8.973 -7.555
O12 5.515 9.859 -8.328
O13 5.005 7.808 -7.552
H26 4.135 5.376 -6.736
H27 5.121 5.318 -5.270
H28 3.869 6.550 -5.452
H29 6.398 6.347 -7.170
H30 7.206 7.532 -5.212
H31 5.596 8.222 -4.893
C17 -5.776 -7.981 4.011
C18 -5.431 -8.389 5.418
C19 -6.424 -7.984 6.488
O14 -5.587 -7.845 7.642
C20 -4.339 -7.536 7.214
O15 -3.454 -7.171 7.914
O16 -4.249 -7.703 5.874
H32 -4.955 -8.215 3.334
H33 -6.669 -8.507 3.671
H34 -5.948 -6.907 3.950
H35 -5.227 -9.462 5.474
H36 -7.199 -8.722 6.677
H37 -6.881 -7.015 6.272
C21 -1.200 -7.336 -2.941
C22 -1.139 -7.817 -1.516
C23 -2.195 -7.254 -0.588
O17 -1.527 -7.286 0.683
C24 -0.202 -7.205 0.457
O18 0.623 -7.025 1.293
O19 0.065 -7.360 -0.863
H38 -0.349 -7.709 -3.510
H39 -2.115 -7.688 -3.416
H40 -1.179 -6.246 -2.979
H41 -1.134 -8.910 -1.476
H42 -3.105 -7.846 -0.539
H43 -2.444 -6.215 -0.817
C25 3.700 10.805 -5.120
C26 2.532 10.381 -4.274
C27 1.781 11.484 -3.556
O20 1.283 10.801 -2.395
C28 2.121 9.772 -2.131
O21 2.101 9.123 -1.135
O22 2.978 9.586 -3.154
H44 4.221 9.929 -5.499
H45 3.367 11.397 -5.972
H46 4.414 11.390 -4.539
H47 1.840 9.765 -4.854
H48 0.956 11.902 -4.124
H49 2.448 12.285 -3.227
C29 2.896 -5.964 -2.583
C30 3.446 -4.946 -1.621
C31 2.585 -4.659 -0.409
O23 2.931 -3.300 -0.110
C32 3.333 -2.714 -1.257
O24 3.507 -1.544 -1.383
O25 3.508 -3.636 -2.227
H50 3.526 -6.035 -3.468
H51 2.850 -6.942 -2.103
H52 1.892 -5.682 -2.904
H53 4.462 -5.212 -1.315
H54 2.788 -5.298 0.445
H55 1.520 -4.701 -0.648
C33 0.159 6.220 0.668
C34 -0.874 7.312 0.744
C35 -0.352 8.683 1.111
O26 -1.489 9.275 1.759
C36 -2.233 8.275 2.284
O27 -3.135 8.426 3.041
O28 -1.806 7.077 1.821
H56 -0.314 5.254 0.495
H57 0.854 6.423 -0.148
H58 0.718 6.159 1.603
H59 -1.453 7.359 -0.183
H60 -0.043 9.278 0.258
H61 0.468 8.627 1.831

The calculation puts the HOMO energy at -10.06 eV. As for the LUMO energy: 0.13 eV. The calculation puts the frontier orbital gap at 10.19 eV. The multiplicity is 1.



Molecular formula: C36H61Cl2F3IN5O6
Method: DFT, ωB97M-V with the def2-TZVPD basis set

CARTESIAN COORDINATES (ANGSTROEM)
C1 0.064 -1.564 6.419
C2 0.960 -0.408 5.852
C3 0.231 0.809 5.294
F1 0.776 1.946 5.898
C4 0.123 1.131 3.726
N1 -0.489 2.413 3.875
C5 -1.057 3.171 3.125
O1 -1.565 3.791 2.285
C6 1.580 1.444 3.102
O2 1.728 2.874 2.980
C7 2.860 1.098 3.910
C8 3.650 -0.213 3.632
C9 5.179 0.062 3.459
I1 6.063 -1.764 2.713
N2 1.652 1.133 1.679
C10 1.248 -0.171 1.258
C11 0.747 -0.163 -0.218
O3 0.408 0.827 -0.785
N3 0.773 -1.406 -0.973
C12 1.923 -1.293 -1.830
O4 2.975 -0.922 -1.423
F2 1.773 -1.563 -3.106
C13 0.280 -0.848 2.240
F3 1.046 -1.568 3.119
N4 -0.673 0.067 2.955
C14 -1.552 0.607 1.822
C15 -2.500 -0.385 1.122
C16 -2.632 -0.075 -0.408
C17 -3.955 -0.636 -0.986
C18 -4.402 -1.993 -0.422
C19 -5.876 -2.349 -0.830
C20 -6.779 -2.533 0.404
C21 -7.037 -1.270 1.276
C22 -6.996 0.095 0.552
C23 -8.040 1.104 1.090
O5 -7.563 1.716 2.282
C24 -6.771 2.849 2.021
C25 -1.618 -0.824 3.715
Cl1 -1.482 -2.585 3.624
C26 -2.718 -0.451 4.390
C27 -3.688 -1.427 5.034
Cl2 -3.173 1.208 4.641
H1 0.260 -2.485 5.866
H2 -0.992 -1.277 6.367
H3 0.275 -1.739 7.477
H4 1.461 -0.053 6.765
H5 1.787 -0.830 5.283
H6 -0.766 0.812 5.746
H7 1.958 3.208 3.858
H8 3.624 1.862 3.702
H9 2.786 1.184 5.000
H10 3.602 -0.895 4.492
H11 3.354 -0.798 2.762
H12 5.624 0.331 4.416
H13 5.287 0.848 2.707
H14 2.581 1.399 1.375
H15 2.101 -0.868 1.169
H16 0.879 -2.209 -0.358
H17 -0.225 -1.617 1.654
H18 -0.989 1.260 1.142
H19 -2.281 1.324 2.216
H20 -2.248 -1.448 1.174
H21 -3.530 -0.322 1.501
H22 -1.818 -0.634 -0.890
H23 -2.519 0.991 -0.624
H24 -4.714 0.149 -0.916
H25 -3.786 -0.788 -2.062
H26 -3.740 -2.774 -0.819
H27 -4.380 -2.076 0.671
H28 -5.818 -3.334 -1.313
H29 -6.264 -1.655 -1.579
H30 -7.731 -2.964 0.065
H31 -6.335 -3.287 1.069
H32 -6.256 -1.249 2.051
H33 -7.978 -1.396 1.827
H34 -7.129 0.037 -0.533
H35 -6.021 0.545 0.775
H36 -9.036 0.670 1.208
H37 -8.122 1.894 0.323
H38 -6.120 3.041 2.881
H39 -6.096 2.690 1.161
H40 -7.383 3.732 1.785
H41 -3.140 -2.026 5.770
H42 -4.468 -0.891 5.578
H43 -4.173 -2.062 4.287
C28 6.846 -0.387 -6.833
C29 5.879 0.784 -7.157
C30 5.961 1.853 -6.058
C31 5.282 1.441 -4.755
C32 3.846 0.994 -5.013
C33 3.748 -0.097 -6.083
N5 4.489 0.267 -7.325
O6 3.791 1.153 -7.974
C34 4.282 -1.421 -5.501
C35 2.274 -0.381 -6.380
C36 6.415 1.392 -8.454
H44 7.744 -0.344 -7.449
H45 7.177 -0.387 -5.794
H46 6.396 -1.355 -7.049
H47 5.494 2.777 -6.413
H48 7.009 2.096 -5.866
H49 5.849 0.647 -4.260
H50 5.282 2.286 -4.061
H51 3.401 0.635 -4.081
H52 3.255 1.864 -5.318
H53 4.313 -2.198 -6.267
H54 3.627 -1.775 -4.707
H55 5.272 -1.338 -5.058
H56 1.731 0.507 -6.701
H57 1.775 -0.748 -5.484
H58 2.171 -1.143 -7.155
H59 6.365 0.672 -9.273
H60 7.458 1.680 -8.322
H61 5.873 2.289 -8.752

The calculation puts the HOMO energy (spin up / spin down) at -9.78 / -10.57 eV. The expectation value of S² is 0.754. Its charge is +1. As for the LUMO energy (spin up / spin down): -2.89 / -2.89 eV. The calculation puts the frontier orbital gap (spin up / spin down) at 6.89 / 7.68 eV. The multiplicity is 2.



Molecular formula: C36H61NO27
Method: DFT, ωB97M-V with the def2-TZVPD basis set

CARTESIAN COORDINATES (ANGSTROEM)
C1 0.307 -2.541 -5.260
C2 0.021 -1.967 -3.821
C3 1.079 -2.576 -2.899
O1 1.964 -1.561 -2.595
C4 1.460 -0.424 -2.970
O2 1.971 0.680 -2.732
O3 0.358 -0.620 -3.641
H1 1.337 -2.311 -5.601
H2 -0.303 -2.030 -5.983
H3 0.115 -3.618 -5.428
H4 -0.998 -2.134 -3.512
H5 1.526 -3.432 -3.338
H6 0.598 -2.888 -1.924
C5 2.534 1.645 2.846
C6 2.962 0.716 3.939
C7 4.502 0.757 4.199
O4 4.567 0.651 5.606
C8 3.340 1.024 6.128
O5 3.121 1.298 7.350
O6 2.398 1.085 5.202
H7 3.319 1.813 2.081
H8 2.267 2.589 3.372
H9 1.599 1.399 2.411
H10 2.635 -0.212 3.635
H11 4.820 1.651 3.719
H12 4.957 -0.114 3.703
C9 1.171 -6.847 -3.839
C10 0.502 -7.010 -2.473
C11 1.147 -6.127 -1.397
O7 0.120 -5.277 -1.015
C12 -1.040 -5.598 -1.662
O8 -2.063 -4.978 -1.439
O9 -0.858 -6.569 -2.583
H13 1.107 -5.843 -4.200
H14 0.780 -7.431 -4.622
H15 2.289 -6.939 -3.857
H16 0.447 -8.043 -2.117
H17 2.045 -5.510 -1.788
H18 1.572 -6.610 -0.518
C13 2.496 -1.592 1.256
C14 2.413 -2.956 0.519
C15 3.680 -3.487 -0.155
O10 3.798 -4.789 0.322
C16 2.921 -5.003 1.274
O11 2.868 -6.041 1.929
O12 2.087 -3.965 1.443
H19 2.611 -0.745 0.497
H20 3.289 -1.639 2.064
H21 1.558 -1.480 1.709
H22 1.541 -3.007 -0.126
H23 4.646 -2.992 0.054
H24 3.609 -3.432 -1.227
C17 -1.316 -2.887 0.906
C18 -1.667 -1.649 0.074
C19 -2.198 -0.542 0.993
O13 -1.130 0.322 1.200
C20 -0.250 0.122 0.191
O14 0.801 0.750 -0.009
O15 -0.566 -0.991 -0.489
H25 -2.258 -3.315 1.315
H26 -0.632 -2.770 1.679
H27 -0.851 -3.682 0.302
H28 -2.370 -1.993 -0.646
H29 -2.573 -0.841 1.929
H30 -2.917 0.048 0.461
C21 0.291 3.425 -2.143
O16 0.890 4.552 -2.745
C22 2.244 4.582 -2.927
O17 3.071 3.485 -2.792
O18 2.699 5.777 -3.261
C23 4.073 5.996 -3.599
H31 -0.633 3.758 -1.697
H32 0.872 3.100 -1.225
H33 0.076 2.527 -2.768
H34 4.299 6.964 -3.960
H35 4.360 5.291 -4.408
H36 4.691 5.759 -2.664
C24 -0.760 3.658 1.417
O19 -0.541 4.765 0.573
C25 -0.555 6.015 0.988
O20 -0.687 6.259 2.381
O21 -0.458 6.992 0.032
C26 -0.587 8.373 0.301
H37 0.249 3.246 1.756
H38 -1.325 2.915 0.823
H39 -1.302 3.925 2.297
H40 -0.132 8.965 -0.442
H41 -0.149 8.554 1.258
H42 -1.642 8.509 0.486
C27 -4.602 -2.986 -2.755
O22 -3.554 -2.053 -3.011
C28 -3.591 -0.870 -2.486
O23 -4.523 -0.530 -1.511
O24 -2.694 -0.012 -2.987
C29 -2.647 1.365 -2.615
H43 -4.286 -3.877 -3.231
H44 -5.458 -2.599 -3.273
H45 -4.809 -3.197 -1.716
H46 -2.347 1.432 -1.575
H47 -3.619 1.725 -2.772
H48 -1.940 1.856 -3.344
C30 -3.399 4.903 -1.458
O25 -3.685 3.630 -0.915
C31 -3.882 3.471 0.368
O26 -3.790 4.581 1.294
O27 -4.091 2.212 0.746
C32 -4.314 1.830 2.095
H49 -2.991 4.765 -2.454
H50 -2.696 5.474 -0.831
H51 -4.297 5.519 -1.523
H52 -5.135 2.378 2.497
H53 -3.486 2.266 2.684
H54 -4.428 0.758 2.222
C33 -0.432 -1.731 4.148
C34 -0.137 -0.915 5.427
C35 -0.637 0.540 5.208
C36 -2.101 0.541 4.968
N1 -3.254 0.590 4.805
H55 0.200 -1.275 3.344
H56 -1.450 -1.864 3.940
H57 -0.001 -2.738 4.284
H58 0.927 -0.803 5.582
H59 -0.602 -1.457 6.327
H60 -0.211 0.950 4.301
H61 -0.350 1.188 6.093

Its SMILES is C[C@H]1COC(=O)O1.C[C@H]1COC(=O)O1.C[C@H]1COC(=O)O1.C[C@H]1COC(=O)O1.C[C@H]1COC(=O)O1.COC(=O)OC.COC(=O)OC.COC(=O)OC.COC(=O)OC.CCCC#N. The calculation puts the HOMO energy at -9.68 eV. As for the relative energy (zero: lowest compared OMol25 entry of this formula, charge and spin): 0.358 eV. As for the LUMO energy: 0.13 eV. The calculation puts the frontier orbital gap at 9.81 eV. The multiplicity is 1.



Molecular formula: C36H63Br2IO15
Method: DFT, ωB97M-V with the def2-TZVPD basis set

CARTESIAN COORDINATES (ANGSTROEM)
C1 -0.462 -1.759 4.282
C2 0.481 -0.495 3.977
Br1 -0.112 0.945 5.262
C3 0.242 0.139 2.496
C4 -1.228 0.724 2.304
C5 -1.596 2.095 2.347
C6 -0.521 3.243 2.600
O1 -1.018 4.187 3.620
O2 -0.680 5.433 3.164
C7 -3.122 2.590 2.176
O3 -3.386 3.760 1.773
C8 -4.247 1.527 2.580
C9 -5.682 1.912 3.042
C10 -6.780 0.856 3.410
C11 -6.361 -0.656 3.316
C12 -7.470 -1.761 3.666
C13 -8.835 -1.250 2.939
O4 -8.866 -1.345 1.693
I1 -10.533 -0.394 3.987
C14 -4.932 -1.124 2.897
Br2 -4.461 -3.069 2.852
C15 -3.893 -0.008 2.517
C16 -2.406 -0.341 2.023
O5 -2.089 -1.419 1.433
H1 -1.523 -1.334 4.469
H2 -0.182 -2.326 5.239
H3 -0.569 -2.488 3.402
H4 1.563 -0.804 4.157
H5 1.081 0.898 2.346
H6 0.416 -0.685 1.703
H7 -0.440 3.864 1.627
H8 0.532 2.876 2.835
H9 -1.363 5.753 2.521
H10 -5.953 3.026 3.116
H11 -7.833 1.162 3.745
H12 -7.239 -2.773 3.172
H13 -7.626 -1.933 4.782
C17 4.585 -4.228 -1.033
O6 3.438 -4.037 -1.850
C18 2.224 -4.250 -1.133
C19 1.573 -2.926 -0.743
O7 2.363 -2.222 0.215
C20 3.115 -1.169 -0.375
H14 5.452 -3.834 -1.565
H15 4.497 -3.707 -0.077
H16 4.738 -5.297 -0.857
H17 2.392 -4.877 -0.253
H18 1.546 -4.787 -1.805
H19 0.609 -3.135 -0.268
H20 1.385 -2.305 -1.625
H21 2.451 -0.333 -0.618
H22 3.639 -1.498 -1.275
H23 3.854 -0.827 0.353
C21 -7.607 2.293 -1.958
O8 -7.510 0.879 -1.871
C22 -8.381 0.336 -0.880
C23 -9.630 -0.270 -1.514
O9 -10.450 0.735 -2.111
C24 -10.299 0.787 -3.523
H24 -7.099 2.614 -2.869
H25 -8.646 2.629 -2.001
H26 -7.107 2.751 -1.098
H27 -8.650 1.092 -0.135
H28 -7.830 -0.458 -0.369
H29 -10.228 -0.743 -0.729
H30 -9.365 -1.042 -2.245
H31 -10.808 -0.067 -3.981
H32 -9.248 0.793 -3.820
H33 -10.767 1.706 -3.881
C25 -0.450 8.040 -0.330
O10 -0.173 8.009 1.063
C26 0.968 7.207 1.370
C27 2.197 8.074 1.635
O11 2.621 8.750 0.452
C28 2.215 10.112 0.433
H34 -1.174 8.835 -0.515
H35 0.447 8.243 -0.920
H36 -0.888 7.087 -0.642
H37 1.165 6.482 0.574
H38 0.731 6.651 2.282
H39 3.023 7.425 1.944
H40 2.008 8.786 2.445
H41 2.832 10.692 1.127
H42 1.160 10.227 0.693
H43 2.368 10.499 -0.576
C29 3.994 -6.741 -6.490
O12 2.759 -6.162 -6.093
C30 2.936 -5.101 -5.156
C31 2.806 -3.739 -5.832
O13 3.878 -3.508 -6.746
C32 3.491 -3.719 -8.096
H44 3.809 -7.374 -7.359
H45 4.732 -5.983 -6.762
H46 4.387 -7.363 -5.680
H47 3.895 -5.189 -4.638
H48 2.140 -5.197 -4.410
H49 2.868 -2.959 -5.066
H50 1.837 -3.640 -6.334
H51 2.866 -2.888 -8.437
H52 2.953 -4.662 -8.224
H53 4.395 -3.750 -8.708
C33 7.189 -2.271 0.420
O14 8.013 -3.407 0.640
C34 9.396 -3.117 0.446
C35 10.116 -2.937 1.780
O15 9.661 -1.769 2.461
C36 8.745 -2.073 3.503
H54 6.191 -2.495 0.801
H55 7.567 -1.385 0.937
H56 7.119 -2.070 -0.653
H57 9.528 -2.237 -0.190
H58 9.834 -3.977 -0.072
H59 11.184 -2.797 1.587
H60 10.002 -3.826 2.411
H61 9.281 -2.504 4.355
H62 7.965 -2.763 3.172
H63 8.272 -1.142 3.823

Its SMILES is C[C@H](Br)CC1=C(COO)C(=O)c2ccc(CC(=O)I)c(Br)c2C1=O.COCCOC.COCCOC.COCCOC.COCCOC.COCCOC. The calculation puts the HOMO energy at -8.97 eV. As for the LUMO energy: -1.72 eV. The calculation puts the frontier orbital gap at 7.26 eV. The multiplicity is 1.



> Among the records above, which one has the highest multiplicity?

C36H61Cl2F3IN5O6